[1]
Computed, not measured: the molecule C3H3N3O, with ωB97M-V/def2-TZVPD.

Structure (XYZ):
```
10
Properties=species:S:1:pos:R:3:forces:R:3:nbo_charge:R:1
C -0.19854 -0.93643 -1.50643 3.4 -1.0 -2.5 0.550
C 0.15091 -0.35571 0.79829 1.6 -3.9 -0.7 -0.093
C 0.09105 0.81070 1.44525 3.4 1.0 6.3 -0.112
H -0.70817 -0.45524 -2.32727 -0.6 -0.7 -1.0 0.154
H 0.66579 -1.40774 0.87387 -1.4 2.4 0.6 0.268
H 0.49052 1.16974 2.48914 -0.9 -1.6 -2.0 0.226
N -0.32427 -0.05678 -0.46174 1.4 -0.1 5.6 -0.256
N -0.24439 1.84103 0.69047 -2.0 -2.3 -3.0 -0.185
N -0.58308 1.23859 -0.42000 -1.3 3.6 -4.2 -0.054
O 0.66018 -1.84817 -1.58158 -3.6 2.7 0.9 -0.498
```
Positions in Å, forces in eV/Å.

Values from the calculation:
Gap between HOMO and LUMO (eV): 9.82
HOMO energy (eV): -10.47
SMILES string: O=Cn1ccnn1
Molecular weight (g/mol): 97.08
DFT total energy (a.u.): -355.52688

=====

[2]
Computed, not measured: a cluster of 2 separate species, C2H7N3 in total, with ωB97M-V/def2-TZVPD.

Structure (XYZ):
```
12
Properties=species:S:1:pos:R:3:forces:R:3:nbo_charge:R:1
C -0.67565 -0.12959 0.85703 -2.4 0.3 2.6 -0.494
C 0.19506 1.42578 -0.56756 -0.6 2.7 2.3 -0.452
N 0.67666 -1.95068 -0.38879 0.6 -1.3 0.8 -0.342
N 0.43644 -1.40948 -1.37738 -0.3 0.8 -0.8 0.052
N -0.72341 0.35397 -0.42749 0.1 0.0 -1.9 -0.301
H -0.26043 0.64854 1.53974 -0.2 -0.7 0.1 0.177
H -1.77086 -0.33267 1.15020 1.5 0.0 0.0 0.210
H -0.12165 -1.08801 1.03676 -0.2 0.6 -0.3 0.229
H 1.09511 1.17499 0.00306 0.6 0.2 -0.6 0.179
H 0.33927 1.84739 -1.55135 0.2 -0.4 -0.3 0.212
H -0.19343 2.40153 0.10093 0.6 -2.3 -1.5 0.183
H 1.00289 -2.94176 -0.37514 0.2 0.0 -0.3 0.348
```
Positions in Å, forces in eV/Å.

Values from the calculation:
Gap between HOMO and LUMO (alpha / beta) (eV): 8.92 / 8.35
HOMO energy (alpha / beta) (eV): -8.46 / -8.07
Molecular weight (g/mol): 73.10
DFT total energy (a.u.): -244.49392

=====

[3]
Computed, not measured: the molecule C5H6O2, with ωB97M-V/def2-TZVPD.

Structure (XYZ):
```
13
Properties=species:S:1:pos:R:3:forces:R:3:nbo_charge:R:1
C -0.58838 -0.98956 1.09588 -0.1 0.0 0.0 -0.624
C 0.66296 -0.34866 0.48671 -0.1 0.2 0.1 0.016
O 1.71713 -1.26781 0.41227 0.0 -0.1 -0.1 -0.705
C 0.34408 0.16128 -0.91430 0.1 -0.2 -0.3 0.502
O 0.65857 -0.48934 -1.89125 -0.1 0.3 0.4 -0.510
C -0.32776 1.44707 -1.02357 -0.3 0.5 0.0 -0.143
C -0.80023 2.55330 -1.09287 0.2 -0.5 0.1 -0.118
H -0.34599 -1.35150 2.09866 0.0 0.1 -0.1 0.229
H -0.89581 -1.84576 0.48622 0.0 0.1 0.1 0.217
H -1.42147 -0.28182 1.16702 0.1 -0.1 0.0 0.216
H 0.97496 0.50502 1.10306 0.0 -0.1 -0.1 0.190
H 1.75419 -1.55509 -0.51532 0.0 0.0 0.1 0.488
H -1.21071 3.53761 -1.16738 0.0 -0.2 0.0 0.243
```
Positions in Å, forces in eV/Å.

Values from the calculation:
Gap between HOMO and LUMO (eV): 10.45
HOMO energy (eV): -10.51
SMILES string: C#CC(=O)[C@@H](C)O
Molecular weight (g/mol): 98.10
DFT total energy (a.u.): -344.52245

=====

Among the records above, which one has the lowest DFT total energy?
C3H3N3O

=====

Repeat the first record exactly.
Computed, not measured: the molecule C3H3N3O, with ωB97M-V/def2-TZVPD.

Structure (XYZ):
```
10
Properties=species:S:1:pos:R:3:forces:R:3:nbo_charge:R:1
C -0.19854 -0.93643 -1.50643 3.4 -1.0 -2.5 0.550
C 0.15091 -0.35571 0.79829 1.6 -3.9 -0.7 -0.093
C 0.09105 0.81070 1.44525 3.4 1.0 6.3 -0.112
H -0.70817 -0.45524 -2.32727 -0.6 -0.7 -1.0 0.154
H 0.66579 -1.40774 0.87387 -1.4 2.4 0.6 0.268
H 0.49052 1.16974 2.48914 -0.9 -1.6 -2.0 0.226
N -0.32427 -0.05678 -0.46174 1.4 -0.1 5.6 -0.256
N -0.24439 1.84103 0.69047 -2.0 -2.3 -3.0 -0.185
N -0.58308 1.23859 -0.42000 -1.3 3.6 -4.2 -0.054
O 0.66018 -1.84817 -1.58158 -3.6 2.7 0.9 -0.498
```
Positions in Å, forces in eV/Å.

Values from the calculation:
Gap between HOMO and LUMO (eV): 9.82
HOMO energy (eV): -10.47
SMILES string: O=Cn1ccnn1
Molecular weight (g/mol): 97.08
DFT total energy (a.u.): -355.52688